DFT (ωB97M-V/def2-TZVPD) results for a 2-piece molecular cluster, C2H2F2O2P overall in a non-equilibrium geometry.

```
! RIJCOSX wB97M-V def2-TZVPD def2/J DEFGRID3
* xyz -1 1
C 2.339 -1.199 0.162
C 1.415 0.942 0.211
O 2.656 -1.551 1.250
O 2.286 -1.502 -0.983
F 2.172 1.813 -0.552
F 1.472 1.542 1.480
P -0.399 1.099 -0.429
H -0.845 -0.151 -0.170
H -0.305 0.544 -1.653
*
```

- HOMO energy: -3.09 eV
- HOMO-LUMO gap: 7.314 eV
- E: -768.97384 hartree
- ΔE to the lowest compared entry with this formula, charge and spin: 1.271 eV



DFT (ωB97M-V/def2-TZVPD) results for a 14-piece molecular cluster, C25H78N28O16P overall in a non-equilibrium geometry.

```
! RIJCOSX wB97M-V def2-TZVPD def2/J DEFGRID3
* xyz 0 2
C -0.425 0.629 -3.691
C 0.543 1.894 -3.172
C 0.329 3.060 -4.352
C -0.106 2.408 -1.766
C 0.858 2.346 -0.452
C 0.580 3.654 0.554
C 0.933 5.098 -0.132
C -0.419 5.980 -0.495
O -0.136 6.669 -1.786
P 0.524 0.805 0.693
N 0.186 1.343 2.383
O -0.915 -0.045 0.215
C 2.467 2.337 -0.739
C 2.908 2.135 -2.304
C 3.373 3.566 -2.972
C 4.307 1.215 -2.250
N 1.930 1.330 -3.110
O 2.409 0.917 -4.294
H -0.166 -0.381 -3.145
H -0.134 0.451 -4.835
H -1.562 0.887 -3.592
H 0.251 4.143 -3.917
H 1.216 3.077 -5.133
H -0.689 2.834 -4.906
H -0.465 3.532 -1.955
H -1.127 1.812 -1.593
H -0.542 3.623 0.899
H 1.337 3.533 1.470
H 1.538 5.732 0.674
H 1.637 5.024 -1.072
H -0.629 6.845 0.295
H -1.368 5.296 -0.645
H 0.037 5.910 -2.423
H 1.057 1.810 2.776
H -0.636 1.983 2.429
H -1.000 -0.930 0.686
H 3.046 3.297 -0.348
H 2.958 1.428 -0.139
H 2.516 4.360 -3.047
H 4.243 4.027 -2.315
H 3.854 3.364 -4.045
H 4.935 1.317 -3.236
H 3.949 0.093 -2.073
H 4.885 1.582 -1.281
C -2.323 -0.211 -7.231
O -2.209 0.074 -6.049
N -3.343 -0.948 -7.707
N -1.440 0.188 -8.164
H -3.454 -1.192 -8.676
H -4.031 -1.268 -7.038
H -0.657 0.746 -7.848
H -1.517 -0.036 -9.141
C 3.732 -1.215 -7.777
O 3.008 -1.412 -8.740
N 4.971 -1.731 -7.680
N 3.356 -0.466 -6.725
H 5.582 -1.580 -6.895
H 5.293 -2.301 -8.451
H 2.430 -0.059 -6.757
H 3.938 -0.293 -5.923
C -3.051 -3.490 -4.075
O -3.012 -4.580 -3.526
N -2.295 -3.186 -5.146
N -3.855 -2.494 -3.658
H -2.314 -2.295 -5.611
H -1.677 -3.908 -5.492
H -4.440 -2.681 -2.855
H -3.901 -1.590 -4.097
C -0.108 -3.209 2.362
O -0.792 -2.613 1.546
N 0.678 -2.576 3.253
N -0.078 -4.551 2.445
H 1.249 -3.050 3.932
H 0.685 -1.565 3.224
H -0.655 -5.066 1.793
H 0.480 -5.060 3.110
C -2.073 -4.769 5.974
O -0.897 -5.060 5.819
N -2.882 -4.445 4.950
N -2.663 -4.746 7.182
H -3.853 -4.202 5.058
H -2.477 -4.450 4.023
H -2.088 -4.984 7.980
H -3.629 -4.508 7.330
C 4.354 -2.037 0.224
O 3.889 -0.931 -0.003
N 3.587 -3.133 0.368
N 5.674 -2.258 0.351
H 3.951 -4.051 0.555
H 2.587 -3.010 0.279
H 6.287 -1.460 0.250
H 6.076 -3.161 0.538
C -6.409 -6.262 -2.090
O -6.068 -7.386 -2.425
N -5.613 -5.188 -2.232
N -7.612 -5.999 -1.548
H -5.876 -4.255 -1.961
H -4.698 -5.342 -2.635
H -8.242 -6.780 -1.424
H -7.911 -5.081 -1.266
C -0.584 4.821 -7.732
O -0.243 3.698 -8.067
N 0.212 5.896 -7.874
N -1.787 5.085 -7.191
H -0.051 6.828 -7.604
H 1.127 5.741 -8.278
H -2.417 4.303 -7.066
H -2.086 6.003 -6.908
C -1.418 -5.458 11.075
O -2.141 -5.655 10.112
N -0.179 -5.974 11.171
N -1.794 -4.709 12.127
H 0.432 -5.823 11.956
H 0.144 -6.544 10.401
H -2.720 -4.302 12.095
H -1.212 -4.536 12.929
C 1.817 3.234 5.421
O 1.934 2.456 4.488
N 2.320 4.482 5.395
N 1.175 2.914 6.559
H 2.234 5.137 6.154
H 2.811 4.763 4.557
H 0.781 1.985 6.620
H 1.068 3.542 7.338
C 1.013 -5.294 -4.592
O 0.290 -5.490 -5.555
N 2.252 -5.809 -4.496
N 0.637 -4.544 -3.540
H 2.863 -5.659 -3.711
H 2.575 -6.380 -5.266
H -0.289 -4.137 -3.572
H 1.219 -4.371 -2.738
C -2.748 3.683 5.081
O -2.404 3.593 6.249
N -3.289 4.802 4.566
N -2.617 2.672 4.204
H -3.579 4.896 3.607
H -3.405 5.588 5.193
H -2.214 1.811 4.550
H -2.895 2.727 3.238
C 1.531 4.256 10.358
O 1.893 5.112 9.567
N 0.543 3.385 10.085
N 2.087 4.107 11.574
H 0.230 2.673 10.724
H 0.097 3.463 9.180
H 2.834 4.742 11.820
H 1.802 3.408 12.239
*
```

- HOMO energy (alpha / beta): -7.05 / -7.05 eV
- HOMO-LUMO gap (alpha / beta): 7.394 / 7.297 eV
- E: -4078.02328 hartree
- ⟨S²⟩: 0.755
- ΔE to the lowest compared entry with this formula, charge and spin: 7.031 eV



DFT (ωB97M-V/def2-TZVPD) results for C3H10NS in the gas phase.

```
! RIJCOSX wB97M-V def2-TZVPD def2/J DEFGRID3
* xyz 0 2
C 0.495 -1.512 0.462
C 0.398 -0.075 0.008
C -0.747 0.123 -0.976
S -1.156 1.862 -1.344
N 0.263 0.812 1.213
H 0.697 -2.161 -0.398
H -0.422 -1.871 0.933
H 1.336 -1.657 1.133
H 1.322 0.247 -0.467
H -0.457 -0.341 -1.919
H -1.637 -0.383 -0.625
H -0.803 1.810 -2.633
H 0.067 1.802 0.966
H -0.516 0.516 1.853
H 1.161 0.829 1.795
*
```

- HOMO energy (alpha / beta): -3.57 / -9.70 eV
- HOMO-LUMO gap (alpha / beta): 4.270 / 10.194 eV
- E: -573.12192 hartree
- ⟨S²⟩: 0.751
- ΔE to the lowest compared entry with this formula, charge and spin: 1.670 eV



DFT (ωB97M-V/def2-TZVPD) results for a 2-piece molecular cluster, C6H10NO2P overall in a non-equilibrium geometry.

```
! RIJCOSX wB97M-V def2-TZVPD def2/J DEFGRID3
* xyz 0 1
C -2.297 0.056 -0.588
C -1.390 1.219 0.016
C -0.382 0.676 0.983
O -0.825 0.150 2.124
C 0.972 0.804 0.824
N 1.523 1.414 -0.239
O 2.740 1.538 -0.237
H -1.605 -0.698 -0.844
H -3.179 -0.264 0.112
H -2.767 0.425 -1.540
H -0.751 1.558 -0.842
H -1.991 1.998 0.472
H 0.061 0.022 2.686
H 1.711 0.510 1.608
C 1.434 -1.365 -1.331
C 1.199 -1.684 0.123
P 1.196 -2.354 1.507
H 2.410 -1.718 -1.577
H 0.651 -1.913 -1.846
H 1.289 -0.374 -1.412
*
```

- HOMO energy (alpha / beta): -8.64 / -8.64 eV
- HOMO-LUMO gap (alpha / beta): 8.342 / 8.343 eV
- E: -781.01582 hartree
- SMILES string: CC/C(O)=C\N=O.CC#P
- ΔE to the lowest compared entry with this formula, charge and spin: 5.435 eV



DFT (ωB97M-V/def2-TZVPD) results for C6H9CuO5 as an isolated structure in a non-equilibrium geometry.

```
! RIJCOSX wB97M-V def2-TZVPD def2/J DEFGRID3
* xyz -1 2
O 0.489 0.758 -0.720
C -0.554 0.865 0.227
O -1.047 1.990 0.453
O -1.457 -0.130 -0.385
C -2.517 -0.503 0.369
C 1.595 1.631 -0.534
H 1.274 2.660 -0.761
H 1.923 1.610 0.519
C 2.712 1.190 -1.451
H 3.002 0.153 -1.227
H 2.403 1.253 -2.504
H 3.590 1.833 -1.307
C -3.020 -1.737 0.418
H -2.820 0.240 1.115
H -3.781 -1.974 1.161
H -2.848 -2.459 -0.382
O 0.006 -2.051 2.858
C 0.344 -1.795 1.751
O 0.593 -2.227 0.667
Cu 0.217 -1.386 -1.525
H -0.105 0.078 1.257
*
```

- HOMO energy (alpha / beta): -1.66 / -4.84 eV
- HOMO-LUMO gap (alpha / beta): 4.677 / 7.841 eV
- E: -2250.63192 hartree
- ⟨S²⟩: 0.752
- ΔE to the lowest compared entry with this formula, charge and spin: 0.655 eV



DFT (ωB97M-V/def2-TZVPD) results for C11H13N5SSeSn as an isolated structure.

```
! RIJCOSX wB97M-V def2-TZVPD def2/J DEFGRID3
* xyz 2 1
Sn -2.762 1.014 -0.308
C 1.253 -4.045 0.855
C -0.010 -3.745 1.652
N -1.128 -3.337 0.786
C -1.286 -2.099 0.355
S -2.912 -1.908 -0.528
N -0.450 -1.156 0.551
N -0.687 0.137 0.224
C 0.346 0.931 0.206
C 1.720 0.466 0.518
C 0.104 2.335 -0.167
C 1.097 3.298 -0.130
C 0.785 4.610 -0.472
C -0.510 4.926 -0.845
C -1.452 3.912 -0.870
N -1.150 2.653 -0.546
H 2.017 -4.441 1.523
H 1.643 -3.145 0.380
H 1.061 -4.792 0.085
H 0.168 -2.943 2.367
H -0.342 -4.625 2.198
H -1.764 -4.052 0.471
H 1.697 -0.527 0.950
H 2.217 1.149 1.207
H 2.316 0.422 -0.398
H 2.104 3.042 0.165
H 1.552 5.373 -0.445
H -0.788 5.934 -1.117
H -2.475 4.106 -1.171
Se -2.383 -0.929 -2.495
C -0.560 -1.200 -2.493
N 0.579 -1.364 -2.507
*
```

- HOMO energy: -15.57 eV
- HOMO-LUMO gap: 7.224 eV
- E: -3714.06768 hartree
- ΔE to the lowest compared entry with this formula, charge and spin: 0.076 eV



DFT (ωB97M-V/def2-TZVPD) results for a 15-piece molecular cluster, C14H57N28O15 overall in a non-equilibrium geometry.

```
! RIJCOSX wB97M-V def2-TZVPD def2/J DEFGRID3
* xyz -1 1
O 0.408 -0.054 -0.737
H -0.114 -0.577 -0.098
C -3.505 -4.746 -1.144
O -2.483 -4.414 -0.514
N -3.869 -5.964 -1.139
N -4.275 -4.070 -2.005
H -3.332 -6.694 -0.695
H -4.737 -6.198 -1.600
H -5.210 -4.378 -2.228
H -4.093 -3.077 -2.049
C 1.454 -3.364 -1.415
O 1.989 -4.455 -1.228
N 2.106 -2.279 -1.653
N 0.166 -3.034 -1.245
H 1.622 -1.399 -1.548
H 2.921 -2.440 -2.228
H -0.103 -2.061 -1.284
H -0.453 -3.813 -1.074
C -4.341 2.659 -3.742
O -5.101 3.549 -3.841
N -3.541 2.333 -4.717
N -4.334 1.953 -2.695
H -3.330 2.995 -5.449
H -2.823 1.629 -4.619
H -4.969 2.200 -1.950
H -3.609 1.251 -2.652
C 1.113 -3.727 4.533
O 1.414 -4.488 3.744
N 0.256 -2.876 4.260
N 1.470 -3.743 5.719
H -0.139 -2.812 3.333
H 0.018 -2.123 4.890
H 1.942 -4.559 6.080
H 1.345 -2.903 6.266
C -2.580 -0.999 -2.177
O -3.638 -1.497 -2.524
N -1.482 -0.992 -2.840
N -2.396 -0.329 -1.126
H -0.681 -0.726 -2.285
H -1.309 -1.635 -3.599
H -3.149 -0.468 -0.467
H -1.415 -0.165 -0.949
C -2.122 2.415 3.864
O -1.794 3.462 4.282
N -1.445 1.735 3.004
N -3.181 1.654 4.246
H -1.681 0.846 2.586
H -0.664 2.230 2.598
H -3.195 0.742 3.810
H -3.968 2.102 4.693
C 2.998 1.539 -2.543
O 3.840 2.200 -3.130
N 2.331 0.488 -2.925
N 2.418 1.935 -1.447
H 2.484 -0.087 -3.741
H 1.782 0.181 -2.134
H 2.521 2.812 -0.957
H 1.942 1.123 -1.081
C 2.153 0.168 2.242
O 3.033 0.191 3.137
N 1.829 -0.912 1.639
N 1.647 1.162 1.636
H 2.394 -1.748 1.687
H 1.236 -0.837 0.826
H 1.738 2.144 1.854
H 1.273 0.886 0.739
C 2.085 5.706 -2.262
O 1.454 6.708 -2.080
N 1.598 4.637 -2.864
N 3.355 5.487 -2.015
H 0.589 4.594 -2.881
H 2.168 3.803 -2.855
H 3.780 4.572 -1.977
H 3.851 6.193 -1.490
C 6.133 2.572 -0.433
O 6.956 3.125 0.281
N 6.122 2.755 -1.704
N 5.214 1.811 -0.015
H 6.613 3.403 -2.304
H 5.298 2.476 -2.218
H 5.148 1.548 0.958
H 4.570 1.349 -0.641
C -0.511 -6.153 0.921
O -1.432 -6.023 1.645
N 0.734 -5.906 1.248
N -0.526 -6.223 -0.409
H 1.108 -5.250 0.577
H 0.771 -5.579 2.202
H -1.361 -5.826 -0.817
H 0.332 -5.916 -0.844
C -2.586 -2.082 2.752
O -2.837 -0.941 2.455
N -1.736 -2.804 2.058
N -3.153 -2.719 3.763
H -1.587 -3.803 2.087
H -1.503 -2.397 1.163
H -3.947 -2.231 4.152
H -2.971 -3.709 3.849
C -0.744 3.010 -1.299
O -0.890 4.223 -1.513
N -0.516 2.091 -2.137
N -0.639 2.479 -0.096
H -0.683 2.165 -3.131
H -0.414 1.146 -1.796
H -0.655 3.031 0.749
H -0.335 1.522 0.019
C 1.208 4.615 1.401
O 2.106 3.921 0.885
N 0.455 4.287 2.441
N 0.724 5.608 0.831
H -0.287 4.884 2.778
H 0.903 3.725 3.150
H 0.116 6.285 1.269
H 1.140 5.883 -0.047
*
```

- HOMO energy: -6.87 eV
- HOMO-LUMO gap: 8.650 eV
- E: -3229.82197 hartree



DFT (ωB97M-V/def2-TZVPD) results for a 2-piece molecular cluster, C3H5P overall in a non-equilibrium geometry.

```
! RIJCOSX wB97M-V def2-TZVPD def2/J DEFGRID3
* xyz 0 1
C -0.304 0.693 -0.277
C 0.841 -0.077 -0.767
C 0.724 0.332 0.685
P -2.901 0.310 0.073
H 0.811 -1.166 -0.992
H 1.368 0.356 -1.557
H 1.511 0.973 1.149
H 0.485 -0.395 1.428
H -2.533 -1.026 0.259
*
```

- HOMO energy (alpha / beta): -7.82 / -8.96 eV
- HOMO-LUMO gap (alpha / beta): 6.574 / 8.061 eV
- E: -458.39538 hartree
- ΔE to the lowest compared entry with this formula, charge and spin: 5.064 eV